No. 1
C44H55CrN16O15 | ωB97M-V with the def2-TZVPD basis set

Summary:
<S²> = 3.792
Kohn-Sham gap (spin up / spin down) = 0.21883 / 0.24777 Ha
multiplicity = 4
charge = -2
HOMO level (spin up / spin down) = -3.197 / -3.222 eV

```
131
C44H55CrN16O15, DFT ωB97M-V with the def2-TZVPD basis set
Cr -0.98588 -2.74057 -1.81837
N -0.55896 -3.87863 1.17009
O -0.17036 -3.08470 1.95185
O -0.26156 -5.09242 1.20477
O -1.08522 -3.46504 0.13654
N -2.05691 -2.08129 -4.11183
O -2.62849 -2.00555 -5.18224
O -2.58515 -2.51174 -3.12274
O -0.91226 -1.89952 -3.83518
N -0.91179 -0.41284 -0.52830
O -1.92613 -1.04327 -0.78053
O -0.80978 0.68036 0.00911
O 0.00833 -1.00265 -0.90611
N -1.11461 -6.05482 -2.31464
O -0.56243 -6.58699 -1.33975
O -1.68659 -6.64486 -3.12294
O -1.05178 -4.80308 -2.37334
N 2.02215 -4.09786 -1.48554
O 3.25160 -4.03253 -1.70362
O 1.68239 -5.04902 -0.81051
O 1.16576 -3.26495 -1.80705
N -2.42626 0.64443 2.58399
C -2.15463 -0.54044 3.25487
C -2.60875 -0.32341 4.54583
C -3.14228 0.98739 4.61501
C -2.87780 1.59710 3.42424
H -2.34274 0.91789 1.61531
H -1.75927 -1.43420 2.79522
H -2.57877 -1.08535 5.31065
H -3.57135 1.36952 5.52949
H -3.20193 2.54141 3.01239
N 3.06859 2.41646 0.45520
C 4.33270 2.87021 0.17566
C 4.64019 2.48495 -1.08617
C 3.55719 1.78244 -1.64900
C 2.57594 1.72833 -0.64931
H 2.52613 2.51302 1.30167
H 4.89774 3.43574 0.90182
H 5.63378 2.66297 -1.47020
H 3.52734 1.31829 -2.62372
H 1.60607 1.25532 -0.60441
N -3.74821 -4.32564 0.80454
C -3.84631 -5.46640 0.02555
C -4.47536 -5.09173 -1.16800
C -4.67250 -3.75754 -1.23531
C -4.18302 -3.24796 0.00324
H -3.49763 -4.27984 1.78188
H -3.55564 -6.42013 0.44064
H -4.85549 -5.80224 -1.88708
H -5.07458 -3.20586 -2.07219
H -4.10917 -2.27118 0.45806
N 4.71261 -0.61543 0.79124
C 3.44877 -1.17837 0.66208
C 3.41852 -2.06551 1.67686
C 4.64287 -2.18593 2.30203
C 5.50627 -1.27758 1.75672
H 4.97268 0.28222 0.40824
H 2.77482 -0.99650 -0.16200
H 2.54973 -2.59290 2.04219
H 4.84155 -2.83041 3.14557
H 6.48743 -1.00151 2.11382
N -2.68888 1.18407 -3.86979
C -1.85318 1.18730 -4.95209
C -0.58036 1.55339 -4.54064
C -0.59056 1.58257 -3.16147
C -1.88829 1.32706 -2.72862
H -3.69668 1.11777 -3.87655
H -2.22222 1.12162 -5.96496
H 0.29577 1.72569 -5.14819
H 0.26745 1.84533 -2.56049
H -2.36033 1.30329 -1.75753
N -0.77240 3.43648 0.96672
C -1.98192 3.74832 0.40911
C -2.43235 4.94283 0.97332
C -1.53155 5.26578 1.97750
C -0.47523 4.36181 1.94885
H -0.25739 2.58751 0.78200
H -2.31895 3.12532 -0.40617
H -3.34286 5.50532 0.82853
H -1.52898 6.06599 2.70280
H 0.37432 4.22706 2.60192
N -6.12586 1.07497 -3.21454
C -5.77231 2.11433 -2.43582
C -5.32122 1.66663 -1.19125
C -5.33930 0.30023 -1.36481
C -5.77818 -0.07416 -2.59956
H -6.46227 1.05453 -4.16665
H -5.93046 3.10729 -2.83006
H -5.02010 2.13169 -0.26418
H -5.13559 -0.40086 -0.56896
H -6.02709 -0.99580 -3.10456
N 0.17508 5.26289 -1.29270
C 0.86695 4.77166 -2.39755
C 1.82217 5.78617 -2.74495
C 1.68973 6.84428 -1.78431
C 0.72219 6.44354 -0.93865
H -0.64258 4.89149 -0.83054
H 0.70806 3.77444 -2.78058
H 2.54164 5.66265 -3.54089
H 2.30033 7.72329 -1.63968
H 0.28988 6.87282 -0.04689
N 0.68941 -2.09621 4.90457
C 2.05048 -2.23131 5.00331
C 2.29823 -3.18267 6.02829
C 1.04490 -3.46599 6.55669
C 0.10185 -2.89022 5.83229
H 0.19015 -1.60132 4.17937
H 2.73877 -1.73388 4.33606
H 3.22462 -3.58591 6.40988
H 0.88700 -4.20099 7.33209
H -0.95604 -2.88838 6.04972
N 0.22316 1.70087 4.17335
C 0.99277 2.24708 5.15225
C 2.30705 1.84841 4.97363
C 2.35703 1.13043 3.80814
C 1.07566 1.08159 3.31831
H -0.77181 1.84152 4.07157
H 0.46191 2.81838 5.89938
H 3.15090 2.11296 5.59357
H 3.19068 0.58705 3.38842
H 0.64509 0.44224 2.56184
N 5.43757 -1.40958 -5.72305
C 6.15518 -1.24684 -4.57150
C 5.31079 -1.11366 -3.52300
C 4.03060 -1.34242 -4.04417
C 4.14752 -1.34907 -5.41637
H 5.85635 -1.55462 -6.63062
H 7.22985 -1.14045 -4.58449
H 5.54027 -0.85535 -2.49976
H 3.14312 -1.39844 -3.43128
H 3.40942 -1.48949 -6.19219
```

=====

No. 2
C2H29O13 | ωB97M-V with the def2-TZVPD basis set

Summary:
energy relative to the best compared isomer or geometry (same formula, charge and spin) = 163.9 kJ/mol
Kohn-Sham gap = 0.30249 Ha
multiplicity = 1
charge = -1
HOMO level = -5.743 eV

```
44
C2H29O13, DFT ωB97M-V with the def2-TZVPD basis set
C 0.87091 -1.65148 0.11299
C 0.50687 -0.16462 -0.16432
O 0.46410 0.23722 -1.57982
H 1.34092 -1.81651 1.08514
H 1.64969 -1.80292 -0.60970
H -0.06207 -2.23624 -0.03530
H 1.17595 0.54991 0.38988
H -0.48276 0.08501 0.19183
O -1.21257 -1.83899 -2.46944
H -0.61152 -1.18026 -1.99380
H -1.99158 -1.31452 -2.67620
O 0.26667 2.28401 -3.39938
H -0.35204 1.77420 -3.93390
H 0.67341 1.65778 -2.84519
O -0.83829 1.05180 2.55359
H -0.03649 0.59470 2.91909
H -0.58589 1.94235 2.33281
O -2.15060 1.17431 -1.37771
H -2.78413 0.57797 -1.81336
H -1.30214 0.75961 -1.43609
O 3.54635 1.24138 1.25306
H 3.28495 1.28489 2.16972
H 3.73119 0.33899 1.06779
O -3.05035 -0.14760 1.04462
H -2.27344 -0.04342 0.57208
H -3.60903 -0.69677 0.47660
O 2.29387 0.13785 -3.54764
H 3.15477 0.38697 -3.18563
H 1.65348 0.03717 -2.84625
O 0.29455 3.20341 1.22708
H 0.72148 2.67900 0.57641
H 1.00255 3.50074 1.80175
O 0.87009 -1.38665 3.61390
H 0.68799 -1.80540 2.79337
H 0.04238 -1.59525 4.00007
O 2.08912 2.41871 -0.85432
H 1.67784 1.54755 -0.96061
H 2.53698 2.43582 0.04459
O -2.59185 -3.07157 -0.05105
H -3.36300 -2.52263 0.09524
H -2.01099 -2.58213 -0.59828
O -1.53684 -2.15856 2.29695
H -1.89053 -1.27064 2.31408
H -1.79999 -2.61519 1.44536
```

=====

No. 3
C9H11O3 | ωB97M-V with the def2-TZVPD basis set

Summary:
energy relative to the best compared isomer or geometry (same formula, charge and spin) = 87.8 kJ/mol
Kohn-Sham gap = 0.26121 Ha
multiplicity = 1
charge = -1
HOMO level = -3.559 eV

```
23
C9H11O3, DFT ωB97M-V with the def2-TZVPD basis set
C 4.00813 -1.98989 1.98120
C 3.31586 -0.66154 1.64116
O 2.04741 -0.93012 1.40987
O 3.84108 0.42044 1.74949
H 3.38002 -2.80394 1.66191
H 4.19382 -2.17999 3.04403
H 5.02964 -2.05980 1.58599
C -3.41467 0.21441 -2.40958
C -0.19169 1.06665 0.30077
C -1.15865 0.03785 0.56414
C -0.48385 1.97947 -0.72086
C -2.32437 -0.08904 -0.14340
C -1.49812 1.61513 -1.64424
C -2.45457 0.67192 -1.33144
O 0.85427 1.16560 1.07165
H 1.38686 -0.01530 1.33619
H -0.87234 -0.68550 1.32321
H 0.01274 2.91317 -0.94093
H -3.07297 -0.79292 0.20170
H -1.55243 2.02129 -2.65228
H -3.09374 -0.70291 -2.92300
H -3.63118 0.92884 -3.20789
H -4.32125 -0.12382 -1.89769
```

=====

Number 1: electronic energy -4758.1522 Ha. Number 2: electronic energy -1071.7404 Ha. Number 3: electronic energy -575.3250 Ha.